The following is a quantum chemistry calculation of 2 unconnected molecules or ions with the total composition C3H10OS at a distorted geometry, from OMol25.

SMILES: CCCS.O
Highest occupied orbital energy: -9.33 eV
F_max: 0.0612 hartree/bohr
HOMO-LUMO gap: 10.0521 eV
LUMO level: 0.027 hartree
Energy above the lowest of the compared OMol25 structures with the same formula, charge and spin: 75.0 kJ/mol
Net charge: 0

Cartesian coordinates (Å):
C  0.942  -0.853  -1.206
C  -0.193  -1.107  -0.284
C  -0.231  -0.126  0.916
S  -1.673  -0.030  2.064
H  0.819  -1.344  -2.179
H  1.902  -1.133  -0.744
H  1.167  0.151  -1.553
H  -1.176  -1.001  -0.786
H  -0.170  -2.133  0.127
H  0.162  0.858  0.672
H  0.423  -0.764  1.571
H  -1.112  -0.633  3.135
O  -0.114  3.058  -0.576
H  0.301  2.190  -0.630
H  -1.048  2.866  -0.526

The following is a quantum chemistry calculation of 3 unconnected molecules or ions with the total composition C3H10OS at a distorted geometry, from OMol25.

Highest occupied orbital energy: -7.04 eV
F_max: 0.0640 hartree/bohr
HOMO-LUMO gap: 5.0250 eV
LUMO level: -0.074 hartree
Energy above the lowest of the compared OMol25 structures with the same formula, charge and spin: 479.2 kJ/mol
Net charge: 0

Cartesian coordinates (Å):
C  -1.138  -0.158  -0.907
C  -0.752  -0.702  0.555
C  -1.638  0.337  0.838
S  1.495  1.379  -1.322
H  -1.033  0.889  -1.208
H  -0.306  -0.668  -1.443
H  -2.108  -0.465  -1.313
H  -1.083  -1.740  0.564
H  0.343  -0.701  0.672
H  -2.418  0.265  1.596
H  -1.246  1.346  0.866
H  2.363  2.064  -0.612
H  2.193  -0.118  0.021
H  3.051  -0.793  1.118
O  2.276  -0.937  0.576

The following is a quantum chemistry calculation of a molecular structure, C3H10OS at a distorted geometry, from OMol25.

Highest occupied orbital energy: -7.14 eV
F_max: 0.0450 hartree/bohr
HOMO-LUMO gap: 6.6688 eV
LUMO level: -0.017 hartree
Energy above the lowest of the compared OMol25 structures with the same formula, charge and spin: 398.9 kJ/mol
Net charge: 0

Cartesian coordinates (Å):
C  -0.877  1.193  1.306
C  -0.463  -0.006  1.762
S  0.064  -0.111  -1.212
C  -0.562  -1.046  -2.646
H  -1.199  0.034  0.638
H  -1.805  1.640  1.653
H  -0.324  1.773  0.579
H  0.468  -0.489  1.597
H  -0.988  -0.432  2.614
H  0.268  -1.331  -3.282
H  -1.287  -0.467  -3.216
H  -1.079  -1.925  -2.268
H  3.375  0.299  0.894
H  1.922  0.306  0.420
O  2.488  0.563  1.160

The following is a quantum chemistry calculation of 2 unconnected molecules or ions with the total composition C3H10OS2 at a distorted geometry, from OMol25.

SMILES: CCSSC.O
Highest occupied orbital energy: -9.01 eV
F_max: 0.0601 hartree/bohr
HOMO-LUMO gap: 8.3707 eV
LUMO level: -0.023 hartree
Energy above the lowest of the compared OMol25 structures with the same formula, charge and spin: 151.9 kJ/mol
Net charge: 0

Cartesian coordinates (Å):
C  0.894  2.328  -0.256
C  -0.002  1.142  -0.648
S  1.061  -0.350  -0.842
S  0.827  -0.652  1.477
C  -0.840  -1.272  1.297
H  0.560  3.338  -0.484
H  1.014  2.258  0.835
H  1.882  2.279  -0.706
H  -0.559  1.604  -1.470
H  -0.723  0.967  0.152
H  -1.070  -1.720  0.337
H  -1.796  -0.823  1.611
H  -0.850  -2.060  2.082
O  -2.996  -0.569  -1.501
H  -3.501  0.204  -1.234
H  -2.065  -0.368  -1.365

The following is a quantum chemistry calculation of 3 unconnected molecules or ions with the total composition C3H10OS2 at a distorted geometry, from OMol25.

Highest occupied orbital energy: -8.23 eV
F_max: 0.0603 hartree/bohr
HOMO-LUMO gap: 3.9384 eV
LUMO level: -0.158 hartree
Energy above the lowest of the compared OMol25 structures with the same formula, charge and spin: 540.0 kJ/mol
Net charge: 0

Cartesian coordinates (Å):
C  0.036  1.002  -1.896
C  0.745  -0.307  -1.616
S  2.236  0.028  -0.751
S  -2.203  -0.253  -0.146
C  -2.130  -0.161  1.618
H  0.623  1.761  -2.544
H  -1.025  0.938  -2.389
H  -0.018  1.565  -0.902
H  1.079  -0.855  -2.598
H  0.123  -1.017  -0.999
H  -2.674  0.745  2.130
H  -1.119  -0.218  2.063
H  -2.616  -1.097  2.107
H  2.147  -0.460  1.198
H  2.809  -1.028  2.562
O  1.987  -0.643  2.162

The following is a quantum chemistry calculation of 2 unconnected molecules or ions with the total composition C3H10OS2 at a distorted geometry, from OMol25.

SMILES: CCSSC.O
Highest occupied orbital energy: -8.98 eV
F_max: 0.0678 hartree/bohr
HOMO-LUMO gap: 8.0712 eV
LUMO level: -0.033 hartree
Energy above the lowest of the compared OMol25 structures with the same formula, charge and spin: 134.6 kJ/mol
Net charge: 0

Cartesian coordinates (Å):
C  -2.390  -0.872  -0.460
C  -1.573  0.303  0.145
S  -0.149  0.580  -0.960
S  1.164  -0.848  0.426
C  1.311  -1.949  -0.981
H  -2.918  -1.400  0.346
H  -3.303  -0.526  -0.958
H  -1.765  -1.501  -1.074
H  -1.285  -0.093  1.114
H  -2.058  1.266  0.302
H  1.693  -1.491  -1.890
H  0.359  -2.421  -1.231
H  1.963  -2.801  -0.778
O  0.884  2.854  2.115
H  0.356  3.259  1.408
H  0.884  1.983  1.678

The following is a quantum chemistry calculation of 2 unconnected molecules or ions with the total composition C3H10OS2 at a distorted geometry, from OMol25.

SMILES: CCSSC.O
Highest occupied orbital energy: -8.87 eV
F_max: 0.0218 hartree/bohr
HOMO-LUMO gap: 9.5536 eV
LUMO level: 0.025 hartree
Energy above the lowest of the compared OMol25 structures with the same formula, charge and spin: 7.5 kJ/mol
Net charge: 0

Cartesian coordinates (Å):
C  -1.041  1.279  1.028
C  -0.572  1.191  -0.406
S  0.862  0.084  -0.503
S  0.809  -0.820  -2.328
C  -0.220  -2.289  -2.003
H  -1.264  0.266  1.384
H  -1.917  1.902  1.045
H  -0.261  1.625  1.700
H  -1.343  0.779  -1.053
H  -0.315  2.159  -0.846
H  -0.851  -2.410  -2.845
H  0.353  -3.192  -1.820
H  -0.858  -2.073  -1.154
O  1.918  0.678  2.780
H  2.690  1.095  2.399
H  2.009  -0.272  2.621

The following is a quantum chemistry calculation of 2 unconnected molecules or ions with the total composition C3H10OS2 at a distorted geometry, from OMol25.

Multiplicity: 2
Highest occupied orbital energy (spin up / spin down): -15.00 / -14.29 eV
F_max: 0.0829 hartree/bohr
HOMO-LUMO gap (spin up / spin down): 7.4836 / 5.1681 eV
LUMO level (spin up / spin down): -0.276 / -0.335 hartree
Energy above the lowest of the compared OMol25 structures with the same formula, charge and spin: 274.3 kJ/mol
Net charge: +1

Cartesian coordinates (Å):
C  0.050  -2.213  0.983
C  0.617  -0.770  1.156
S  -0.409  0.697  1.233
S  -2.057  -0.291  -0.446
C  -1.267  0.725  -1.742
H  -0.455  -2.257  0.107
H  -0.655  -2.328  1.800
H  0.878  -2.998  0.997
H  1.241  -0.764  2.092
H  1.441  -0.571  0.348
H  -1.065  1.737  -1.428
H  -0.278  0.345  -2.031
H  -1.893  0.599  -2.674
H  1.438  2.316  0.567
H  0.789  2.844  -0.734
O  1.626  2.931  -0.229

The following is a quantum chemistry calculation of C3H10OSSi in the gas phase at a distorted geometry, from OMol25.

SMILES: C[Si](C)(O)CS
Highest occupied orbital energy: -9.02 eV
F_max: 0.0758 hartree/bohr
HOMO-LUMO gap: 9.6272 eV
LUMO level: 0.022 hartree
Energy above the lowest of the compared OMol25 structures with the same formula, charge and spin: 44.4 kJ/mol
Net charge: 0

Cartesian coordinates (Å):
C  -0.045  -2.069  0.673
Si  -0.420  -0.096  -0.260
C  -1.117  1.220  0.981
O  -1.491  -0.224  -1.508
C  1.153  0.493  -1.118
S  2.288  1.258  0.156
H  -0.107  -2.979  0.003
H  0.829  -1.930  1.283
H  -0.846  -1.978  1.317
H  -2.230  1.278  0.976
H  -0.695  0.826  1.967
H  -0.683  2.148  0.744
H  -2.289  -0.799  -1.400
H  1.541  -0.449  -1.377
H  1.052  1.341  -1.809
H  3.061  1.961  -0.630

The following is a quantum chemistry calculation of a molecular structure, C3H10OSi2 at a distorted geometry, from OMol25.

Multiplicity: 3
Highest occupied orbital energy (spin up / spin down): -4.29 / -9.80 eV
F_max: 0.0854 hartree/bohr
HOMO-LUMO gap (spin up / spin down): 4.9332 / 7.5931 eV
LUMO level (spin up / spin down): 0.024 / -0.081 hartree
Energy above the lowest of the compared OMol25 structures with the same formula, charge and spin: 192.3 kJ/mol
Net charge: 0

Cartesian coordinates (Å):
C  -0.544  2.467  1.125
C  -0.550  1.146  1.252
C  -1.160  0.249  0.252
O  0.232  -0.797  -2.697
Si  1.378  -2.151  0.081
Si  0.647  -0.363  -1.194
H  -0.077  3.152  1.795
H  -0.945  2.762  0.163
H  -0.310  0.641  2.172
H  -1.800  0.638  -0.573
H  -1.590  -0.651  0.731
H  -0.594  -0.969  -3.058
H  2.607  -2.729  -0.543
H  0.187  -2.914  0.107
H  1.760  -1.607  1.496
H  0.760  1.125  -1.107